# 1
{
  "formula": "C3H8NO",
  "method": "ωB97M-V/def2-TZVPD",
  "relative_energy_kj_mol": 142.0,
  "homo_lumo_gap_ev": 9.37,
  "homo_energy_ev": -14.73,
  "charge": 1,
  "symbols": ["C", "C", "C", "N", "H", "H", "H", "H", "H", "H", "H", "H", "O"],
  "coordinates": [[0.065488, -0.995734, -0.533654], [-1.216201, -0.691844, -0.485181], [0.827873, -0.636067, 1.714750], [0.857168, -1.317089, 0.647081], [0.700082, -0.688987, -1.359116], [-1.908852, -0.831987, 0.332802], [-1.645065, -0.530847, -1.469791], [1.483247, -0.995055, 2.509184], [0.277174, 0.246720, 1.939741], [1.336664, -2.215042, 0.634752], [0.414537, 2.540913, -1.524124], [-0.862325, 3.368089, -1.454439], [-0.329793, 2.746929, -0.952003]],
  "forces_ev_per_angstrom": [[0.6, 1.2, 0.4], [-0.2, -1.1, -0.9], [1.6, -1.1, 1.3], [-1.5, 0.3, -0.5], [-0.1, -0.7, -0.2], [0.2, 0.0, 0.2], [-0.2, 0.6, 0.3], [-0.3, 0.0, 0.0], [-0.6, 0.7, -0.7], [0.4, 0.2, 0.0], [0.0, 0.2, -0.1], [-0.1, 0.1, 0.0], [0.1, -0.3, 0.1]],
  "lowdin_charge": [-0.131, 0.095, 0.197, 0.066, 0.129, 0.093, 0.093, 0.132, 0.130, 0.186, 0.031, 0.042, -0.063]
}

---

# 2
{
  "formula": "C4H6N2OS",
  "method": "ωB97M-V/def2-TZVPD",
  "smiles": "[H]/N=C1\\NS[C@@H]2C[C@@H]2O1",
  "relative_energy_kj_mol": 306.9,
  "homo_lumo_gap_ev": 9.88,
  "homo_energy_ev": -9.24,
  "symbols": ["C", "C", "C", "C", "H", "H", "H", "H", "H", "H", "N", "N", "O", "S"],
  "coordinates": [[1.542393, -0.180008, 0.040982], [-1.327254, 0.010088, -0.531858], [-1.695764, 0.979219, 0.564841], [-0.560434, 0.047634, 0.869148], [3.183570, -1.010360, -0.108944], [1.185754, -1.253474, -1.525683], [-1.966512, -0.835398, -0.632495], [-1.316832, 2.061386, 0.512820], [-2.625820, 0.781796, 1.060336], [-0.605061, -0.909250, 1.441025], [2.575714, -0.614449, 0.581514], [1.176348, -0.255012, -1.315235], [0.725017, 0.600206, 0.851609], [-0.291118, 0.577622, -1.808060]],
  "forces_ev_per_angstrom": [[-0.3, 1.9, 0.5], [0.9, 0.8, 1.8], [1.3, 1.0, 0.7], [-1.0, -0.7, -1.0], [0.5, -0.4, -0.4], [-0.2, 0.4, -0.6], [-0.3, -0.5, -0.4], [-0.9, -1.8, -0.2], [-0.3, 0.2, 0.2], [-0.3, 1.1, -0.2], [0.4, -0.4, 0.4], [-0.5, -0.5, 0.2], [-0.4, -0.7, -0.8], [1.1, -0.7, -0.1]],
  "lowdin_charge": [-0.576, -0.529, -0.106, -0.292, 0.052, 0.094, 0.089, 0.148, 0.096, 0.165, 0.178, -0.245, -0.028, 0.954]
}

---

# 3
{
  "formula": "C9H18GaILiO3P",
  "method": "ωB97M-V/def2-TZVPD",
  "relative_energy_kj_mol": 204.1,
  "homo_lumo_gap_ev": 6.94,
  "homo_energy_ev": -8.54,
  "symbols": ["C", "C", "Ga", "I", "C", "C", "C", "P", "O", "O", "C", "C", "O", "C", "C", "H", "H", "H", "H", "H", "H", "H", "H", "H", "H", "H", "H", "H", "H", "H", "H", "H", "H", "Li"],
  "coordinates": [[-0.036799, -4.066970, -1.229124], [-1.111014, -3.320734, -0.998919], [-2.750376, -2.078595, -1.377544], [-4.162083, -1.904772, 0.809263], [-2.114890, -0.284315, -2.160470], [-1.788732, 0.867219, -1.079404], [-0.982446, 0.371923, 0.225031], [0.877521, 0.133113, -0.054996], [1.237994, -1.106196, -0.891904], [1.507921, 1.514782, -0.903452], [1.997033, 2.519575, 0.036978], [2.398115, 3.821619, -0.838607], [1.642339, 0.057704, 1.504636], [0.766281, -0.658058, 2.431675], [1.511521, -1.225170, 3.741787], [1.003745, -4.500884, -1.490433], [-3.707411, -2.768474, -2.500830], [-2.985753, 0.122567, -2.821311], [-1.234023, -0.453387, -2.906907], [-2.731691, 1.489619, -0.798234], [-1.089514, 1.631591, -1.617156], [-1.076931, 1.231221, 1.010138], [-1.410377, -0.562346, 0.733893], [1.108160, 2.814249, 0.726199], [2.901155, 2.162816, 0.672566], [2.759337, 4.647660, -0.099461], [1.491463, 4.281048, -1.391553], [3.292395, 3.596033, -1.520660], [-0.065532, 0.061309, 2.818059], [0.313646, -1.546262, 1.828089], [1.723609, -0.372374, 4.505189], [2.500195, -1.757078, 3.491898], [0.778286, -1.965235, 4.243639], [-2.563143, -2.753197, -4.098078]],
  "forces_ev_per_angstrom": [[-4.4, 3.9, 0.5], [5.6, -4.1, -2.1], [1.1, 0.0, 0.9], [0.2, 0.0, -0.5], [-0.5, 0.9, -0.8], [1.1, 0.6, -0.9], [-0.3, 1.4, 0.7], [1.9, -2.3, -2.1], [-1.1, 3.2, 2.1], [-0.6, -1.9, 3.2], [-0.2, 2.0, -0.2], [0.2, 0.3, 1.2], [-1.9, 0.5, -1.8], [-0.8, -0.9, 0.9], [-0.1, 0.4, -0.1], [-2.5, 0.9, 0.9], [0.2, -0.2, -0.6], [1.3, -0.6, 1.1], [-1.2, 0.4, 1.5], [1.6, -1.5, -0.2], [-1.2, -1.2, 1.0], [0.2, -1.5, -1.2], [0.7, 1.3, -1.0], [1.7, -0.4, -0.9], [-1.7, 0.4, -1.2], [-0.6, -1.5, -1.2], [1.6, -1.1, 0.7], [-1.6, 0.3, 0.8], [1.3, -1.3, -0.8], [0.6, 1.4, 1.3], [-0.3, -1.5, -1.4], [-1.6, 0.8, 0.3], [1.3, 1.2, -0.8], [-0.1, 0.0, 0.8]],
  "lowdin_charge": [-0.070, -0.258, -0.121, 0.227, -0.350, -0.300, -0.269, 0.722, -0.334, -0.275, -0.304, -0.101, -0.285, -0.306, -0.092, 0.040, -0.115, 0.052, 0.060, 0.121, 0.105, 0.108, 0.024, 0.121, 0.128, 0.083, 0.084, 0.080, 0.124, 0.122, 0.084, 0.085, 0.087, 0.725]
}

---

# 4
{
  "formula": "C33H52BHfN7O8S",
  "method": "ωB97M-V/def2-TZVPD",
  "homo_lumo_gap_ev": 7.85,
  "homo_energy_ev": -12.83,
  "charge": 2,
  "symbols": ["Hf", "N", "C", "C", "C", "C", "N", "H", "H", "H", "H", "H", "H", "H", "H", "H", "H", "H", "H", "N", "C", "N", "O", "H", "H", "H", "H", "O", "H", "H", "O", "C", "C", "C", "C", "C", "C", "C", "O", "O", "H", "H", "H", "H", "H", "N", "H", "H", "H", "C", "C", "C", "N", "C", "S", "N", "C", "O", "C", "C", "C", "C", "C", "C", "H", "H", "H", "H", "H", "H", "H", "H", "H", "H", "H", "H", "H", "H", "C", "C", "C", "C", "C", "C", "C", "C", "O", "B", "O", "C", "C", "H", "H", "H", "H", "H", "H", "H", "H", "H", "H", "H", "H"],
  "coordinates": [[-0.394275, 0.427051, 0.573404], [-1.680812, 2.101812, 1.624987], [-3.182590, 2.051185, 1.584100], [-3.783338, 2.102577, 2.967559], [-3.308960, 0.926766, 3.828044], [-3.469973, -0.426709, 3.138012], [-2.254115, -0.817040, 2.347934], [-1.402958, 1.693807, 2.519012], [-1.374480, 3.061092, 1.660931], [-3.476304, 1.130253, 1.107263], [-3.542322, 2.869112, 0.962567], [-4.869320, 2.053003, 2.850808], [-3.560952, 3.051635, 3.468248], [-3.873557, 0.937553, 4.758580], [-2.254773, 1.037653, 4.119970], [-4.322140, -0.405901, 2.455823], [-3.675334, -1.194581, 3.877897], [-2.481333, -1.681392, 1.862520], [-1.528933, -1.060602, 3.008537], [3.318947, 2.176568, 1.275338], [2.234519, 2.766698, 0.757033], [2.363714, 4.003156, 0.258371], [1.115416, 2.188489, 0.720934], [4.185212, 2.679472, 1.365004], [3.188415, 1.367125, 1.858981], [3.232922, 4.506409, 0.284911], [1.570388, 4.457423, -0.149229], [1.598203, -0.628711, 0.366328], [2.237956, -0.246936, -0.244837], [1.983605, -0.567427, 1.305384], [2.654247, -1.135096, 5.347869], [1.991907, -0.001110, 5.670508], [1.946149, 0.488783, 6.971956], [1.227097, 1.634209, 7.264193], [0.531422, 2.314499, 6.265933], [0.561119, 1.816804, 4.979625], [1.293540, 0.668871, 4.663158], [1.325682, 0.198173, 3.262039], [2.367671, -0.186237, 2.725000], [0.177086, 0.243719, 2.613568], [3.089925, -1.495784, 6.125378], [2.481332, -0.036092, 7.758205], [1.210593, 2.003769, 8.284584], [-0.026905, 3.214444, 6.499886], [0.037675, 2.338453, 4.182552], [-0.949956, 2.002293, -1.196599], [-0.507912, 1.626122, -2.032440], [-0.612695, 2.946841, -1.087786], [-1.944722, 2.036469, -1.407572], [4.353190, -4.164770, -1.430799], [4.373755, -3.823249, -2.920906], [3.012295, -3.432451, -3.470191], [2.567811, -2.151881, -2.864819], [1.369827, -1.622938, -2.822787], [1.153564, 0.053301, -2.482162], [0.265056, -2.369601, -3.148608], [-0.124045, -3.737560, -2.956552], [-1.035864, -4.146499, -3.623601], [0.520004, -4.545778, -1.882162], [0.589522, -5.924673, -2.057818], [1.096760, -6.723304, -1.044933], [1.511948, -6.147412, 0.153385], [1.414131, -4.774054, 0.336693], [0.922600, -3.973387, -0.684215], [5.366429, -4.339619, -1.061867], [3.763584, -5.068525, -1.245159], [3.911617, -3.355555, -0.835406], [4.727955, -4.678400, -3.496091], [5.076932, -3.003042, -3.111997], [2.290827, -4.209743, -3.262350], [3.067143, -3.293405, -4.548218], [3.306448, -1.490738, -2.681238], [-0.465370, -1.834247, -3.591194], [0.243365, -6.358303, -2.991381], [1.156670, -7.796770, -1.182814], [1.904538, -6.774709, 0.947207], [1.721281, -4.327071, 1.277310], [0.826060, -2.909249, -0.534907], [-8.418559, -2.125867, 0.281877], [-7.771442, -1.573840, -0.998178], [-8.344842, -2.307022, -2.220317], [-8.121631, -0.090532, -1.112720], [-6.259744, -1.800469, -0.921941], [-5.762900, -3.111795, -0.831189], [-4.411366, -3.406940, -0.694460], [-3.553742, -2.330557, -0.647631], [-2.182213, -2.314136, -0.430194], [-1.812064, -0.980756, -0.409968], [-2.938869, -0.167258, -0.649787], [-4.018126, -1.046411, -0.766971], [-5.355066, -0.737166, -0.901567], [-9.496875, -1.939408, 0.265330], [-8.002318, -1.638454, 1.170068], [-8.266322, -3.204389, 0.380978], [-9.418053, -2.112426, -2.299846], [-8.207289, -3.389638, -2.148663], [-7.866252, -1.962548, -3.142685], [-9.207109, 0.018868, -1.162664], [-7.702249, 0.357329, -2.021255], [-7.773814, 0.478290, -0.242541], [-6.462151, -3.941567, -0.861212], [-4.050674, -4.429609, -0.629496], [-5.672943, 0.296961, -0.994792]],
  "forces_ev_per_angstrom": [[1.9, 2.4, 1.1], [-0.3, -0.9, 0.2], [0.2, 0.3, -0.1], [0.0, 0.0, 0.2], [0.0, 0.0, -0.1], [0.1, 0.1, -0.2], [-0.2, 0.1, -0.4], [-0.1, 0.3, 0.2], [0.3, 0.3, -0.2], [0.0, -0.2, -0.2], [0.1, 0.1, 0.0], [0.0, 0.0, 0.1], [0.0, -0.1, -0.1], [0.0, -0.1, 0.1], [-0.1, 0.0, 0.1], [0.0, 0.0, 0.0], [0.0, -0.2, 0.1], [0.0, -0.1, 0.0], [0.2, 0.0, 0.1], [0.0, 0.2, -0.1], [0.0, 0.0, 0.0], [0.1, 0.0, 0.0], [-0.2, -0.1, -0.1], [0.0, 0.0, 0.0], [0.0, -0.3, 0.1], [0.0, 0.0, 0.0], [-0.1, 0.0, -0.1], [-0.9, 0.0, 0.7], [0.0, 0.0, -0.5], [0.3, -0.1, 0.1], [-0.1, 0.1, -0.1], [0.1, -0.1, 0.0], [0.0, 0.1, 0.1], [0.0, 0.0, 0.0], [0.0, 0.0, 0.1], [-0.1, 0.0, 0.0], [-0.1, 0.0, -0.1], [-0.5, 0.2, 0.1], [0.0, -0.1, -0.1], [0.7, -0.2, -0.1], [0.1, -0.1, 0.1], [-0.1, 0.0, -0.1], [0.0, 0.0, -0.1], [0.1, -0.1, 0.0], [0.0, -0.1, 0.1], [-0.2, -0.7, 0.2], [0.0, 0.0, -0.2], [0.0, 0.2, 0.2], [-0.1, 0.0, 0.1], [0.0, 0.0, 0.0], [0.0, 0.2, 0.3], [0.1, 0.2, 0.0], [0.3, -0.3, 0.0], [-0.7, -0.1, -0.2], [0.3, -0.2, 0.0], [0.2, -0.2, 0.2], [0.0, 0.1, 0.0], [0.1, 0.1, 0.0], [-0.2, 0.1, 0.0], [0.0, -0.2, -0.1], [0.0, 0.0, 0.0], [0.0, 0.0, 0.0], [0.0, 0.0, 0.0], [0.0, 0.0, 0.1], [-0.1, 0.0, 0.0], [0.1, 0.1, 0.0], [0.1, -0.1, -0.1], [0.0, 0.0, 0.0], [0.0, -0.1, 0.0], [0.0, 0.0, 0.0], [0.0, 0.1, -0.1], [0.1, 0.0, 0.1], [-0.2, 0.1, 0.1], [0.0, 0.0, 0.1], [0.0, 0.1, 0.0], [-0.1, 0.1, -0.1], [0.0, 0.0, -0.1], [0.0, 0.2, 0.0], [0.0, 0.0, 0.1], [0.0, 0.0, 0.0], [0.0, 0.0, -0.1], [0.0, 0.1, 0.0], [0.0, 0.0, 0.0], [0.0, -0.1, 0.0], [-0.1, -0.2, 0.0], [0.1, -0.2, 0.0], [0.1, 0.0, -0.2], [-1.2, -1.3, -0.8], [0.0, -0.1, -0.3], [-0.1, 0.3, 0.1], [0.0, 0.2, -0.1], [0.1, 0.0, 0.0], [-0.1, -0.1, -0.1], [0.0, 0.1, 0.0], [0.1, 0.0, 0.0], [0.0, 0.1, 0.0], [-0.1, 0.0, 0.1], [0.1, 0.0, 0.0], [-0.1, 0.0, 0.1], [0.0, -0.1, -0.1], [0.1, 0.1, 0.0], [-0.1, 0.2, 0.0], [0.0, -0.2, 0.0]],
  "lowdin_charge": [1.779, -0.037, -0.216, -0.174, -0.175, -0.188, 0.017, 0.030, 0.107, 0.072, 0.129, 0.129, 0.123, 0.123, 0.096, 0.122, 0.123, 0.081, 0.083, 0.227, -0.580, 0.212, -0.134, 0.132, 0.085, 0.128, 0.119, -0.188, 0.014, 0.023, 0.097, -0.250, 0.005, -0.045, -0.066, -0.032, -0.074, -0.465, 0.049, -0.214, 0.123, 0.129, 0.121, 0.113, 0.106, -0.003, -0.045, 0.061, 0.075, -0.086, -0.219, -0.138, 0.057, -0.752, 0.689, 0.126, -0.382, 0.144, -0.181, -0.009, -0.047, -0.064, -0.071, -0.044, 0.082, 0.068, 0.064, 0.121, 0.114, 0.096, 0.137, 0.130, 0.140, 0.132, 0.117, 0.116, 0.112, 0.086, -0.041, -0.564, -0.039, -0.068, -0.151, -0.005, 0.043, -0.204, 0.114, -0.657, 0.030, -0.190, 0.067, 0.093, 0.089, 0.083, 0.093, 0.082, 0.095, 0.093, 0.092, 0.084, 0.119, 0.134, 0.119]
}

---

# 5
{
  "formula": "C5H16CsN2O3",
  "method": "ωB97M-V/def2-TZVPD",
  "relative_energy_kj_mol": 93.3,
  "homo_lumo_gap_ev": 9.71,
  "homo_energy_ev": -12.58,
  "charge": 1,
  "symbols": ["Cs", "C", "O", "H", "H", "H", "H", "C", "O", "N", "N", "H", "H", "H", "H", "C", "C", "C", "O", "H", "H", "H", "H", "H", "H", "H", "H"],
  "coordinates": [[-28.576790, -21.366460, 20.204180], [-28.961890, -18.206070, 18.426300], [-29.986810, -19.057950, 18.009290], [-29.275230, -17.178210, 18.609110], [-28.327010, -18.619480, 19.209960], [-28.271770, -18.148490, 17.584570], [-30.858790, -18.685700, 18.159920], [-31.647110, -19.072350, 21.700860], [-30.712580, -19.716850, 21.248590], [-32.657670, -18.468530, 21.066810], [-31.727440, -18.827470, 22.958720], [-33.326190, -17.889170, 21.554160], [-32.853420, -18.478600, 20.076010], [-32.260920, -18.033150, 23.282080], [-31.016770, -19.295660, 23.502640], [-23.426130, -22.814960, 19.438380], [-24.390290, -23.891860, 18.970730], [-25.634010, -24.084380, 19.923480], [-24.874740, -23.526840, 17.744830], [-23.979310, -21.917990, 19.716830], [-22.648010, -22.572240, 18.714700], [-22.948650, -23.171130, 20.351200], [-23.814880, -24.814240, 19.049520], [-26.367000, -23.287790, 19.795980], [-25.296910, -24.008220, 20.957250], [-25.965510, -25.103210, 19.723020], [-24.155750, -23.698590, 17.132340]],
  "forces_ev_per_angstrom": [[-0.3, 0.1, -0.1], [1.0, 0.6, -1.2], [-0.6, -0.8, 0.2], [-0.1, -0.2, 0.5], [-0.4, 0.1, 0.6], [0.1, 0.2, -0.2], [0.2, 0.1, 0.1], [0.0, 0.5, -1.8], [0.4, -1.0, -1.4], [-1.6, 0.8, -2.5], [0.4, 0.3, 4.5], [0.2, -0.4, 0.2], [0.6, -0.4, 0.2], [0.3, -0.5, 0.5], [-0.3, 0.6, 0.4], [-0.2, -0.1, 1.1], [-0.2, 0.8, 2.8], [1.9, 0.0, -0.4], [-0.5, -0.5, -1.8], [0.1, 0.3, -0.2], [-0.1, -0.1, -0.1], [0.3, 0.1, 0.1], [-0.2, -0.5, -0.7], [-0.1, -0.3, -0.5], [0.0, -0.2, 0.1], [-0.7, 0.3, 0.2], [-0.1, 0.2, -0.5]],
  "lowdin_charge": [1.107, -0.189, -0.143, 0.097, 0.019, 0.087, 0.078, -0.741, -0.156, 0.175, 0.176, 0.116, 0.116, 0.129, 0.134, -0.057, -0.523, -0.033, -0.023, 0.076, 0.085, 0.082, 0.137, -0.014, 0.077, 0.084, 0.105]
}

---

# 6
{
  "formula": "C2BrI3",
  "method": "ωB97M-V/def2-TZVPD",
  "spin_multiplicity": 3,
  "homo_lumo_gap_ev": [6.10, 6.13],
  "homo_energy_ev": [-7.17, -9.07],
  "s2": 2.051,
  "symbols": ["C", "C", "Br", "I", "I", "I"],
  "coordinates": [[0.812044, -0.068314, -0.220724], [-1.256956, 0.876289, -0.418359], [2.328819, 0.893796, -0.830284], [0.867392, -2.113294, 0.170294], [-2.573541, -0.664461, -0.307164], [-0.177757, 1.075983, 1.606235]],
  "forces_ev_per_angstrom": [[0.5, 0.2, 0.1], [1.9, -0.2, 0.8], [-0.7, -0.6, -0.3], [0.2, 0.2, -0.6], [-0.7, -0.3, 0.0], [-1.1, 0.6, 0.0]],
  "lowdin_charge": [-1.675, -0.978, 0.537, 0.703, 0.681, 0.732]
}

---

Q: Number 4 is which compound?
A: C33H52BHfN7O8S